Entry 1:
Below is one molecule with the formula C24H21N3O3, with properties calculated with wB97M-V/def2-TZVPD.

The geometry in ORCA input format:
```
! RIJCOSX wB97M-V def2-TZVPD def2/J DEFGRID3
* xyz 0 1
C -0.74 -4.90 0.76
C -0.84 -3.70 -0.12
C -1.78 -2.71 0.14
C -1.89 -1.60 -0.69
C -1.05 -1.48 -1.79
C -0.11 -2.46 -2.06
C 0.00 -3.56 -1.23
H 0.73 -4.32 -1.44
H 0.54 -2.36 -2.91
H -1.13 -0.61 -2.43
N -2.79 -0.56 -0.44
C -3.47 -0.28 0.71
O -3.61 -1.05 1.64
C -4.05 1.10 0.68
C -3.36 2.20 0.32
C -1.96 2.27 -0.01
C -0.90 1.58 0.55
N 0.24 1.97 -0.10
C -0.08 2.89 -1.07
C -1.42 3.11 -1.03
H -1.99 3.76 -1.66
C 0.94 3.46 -2.00
H 1.45 4.32 -1.55
H 0.45 3.81 -2.91
H 1.69 2.72 -2.26
C 1.52 1.45 0.14
C 2.57 2.31 0.46
C 3.83 1.80 0.69
C 4.06 0.43 0.61
C 3.00 -0.43 0.30
C 1.74 0.08 0.06
H 0.93 -0.58 -0.20
H 3.18 -1.49 0.23
C 5.42 -0.08 0.86
O 6.37 0.62 1.12
O 5.52 -1.41 0.77
H 6.44 -1.69 0.95
H 4.66 2.44 0.94
H 2.39 3.37 0.54
C -0.84 0.72 1.77
H -1.71 0.90 2.39
H 0.06 0.96 2.34
H -0.81 -0.34 1.53
H -3.90 3.14 0.25
C -5.41 1.20 1.04
N -6.52 1.28 1.31
H -2.77 0.17 -1.14
H -2.43 -2.80 0.99
H -1.25 -5.75 0.30
H 0.30 -5.18 0.92
H -1.20 -4.71 1.73
*
```

* largest force on an atom: 0.9 eV Å⁻¹
* SMILES: Cc1cccc(NC(=O)/C(C#N)=C\c2cc(C)n(-c3ccc(C(=O)O)cc3)c2C)c1
* HOMO level: -8.27 eV
* Kohn-Sham gap: 7.97 eV
* energy above the lowest of the compared OMol25 structures with the same formula, charge and spin: 0.0 kcal per mole

Entry 2:
Below is C24H21N3SSeV as an isolated structure at a distorted geometry, with properties calculated with wB97M-V/def2-TZVPD.

The geometry in ORCA input format:
```
! RIJCOSX wB97M-V def2-TZVPD def2/J DEFGRID3
* xyz 0 2
V -0.83 0.68 1.11
C 3.52 1.22 -4.04
C 2.98 -0.19 -3.65
C 3.91 -1.32 -4.17
C 1.62 -0.37 -4.35
C 2.96 -0.28 -2.12
C 4.19 -0.34 -1.44
C 4.26 -0.44 -0.03
C 3.07 -0.42 0.68
S 2.91 -0.44 2.40
C 1.20 -0.60 2.16
N 0.72 -0.50 0.87
C 1.82 -0.43 0.00
C 1.79 -0.33 -1.39
C 0.26 -0.38 3.28
C 0.62 -0.62 4.58
C -0.34 -0.41 5.57
C -1.60 0.11 5.24
C -1.98 0.28 3.91
C -0.97 0.22 2.97
H 3.48 1.42 -5.13
H 4.54 1.34 -3.71
H 2.97 1.99 -3.51
H 3.98 -1.27 -5.28
H 3.52 -2.32 -3.91
H 4.92 -1.25 -3.80
H 1.71 -0.30 -5.44
H 0.93 0.39 -4.05
H 1.15 -1.34 -4.09
H 5.09 -0.37 -2.01
H 5.19 -0.45 0.52
H 0.83 -0.29 -1.89
H 1.60 -0.97 4.81
H -0.05 -0.60 6.59
H -2.26 0.38 6.09
H -3.01 0.51 3.64
N -2.30 0.16 0.53
C -3.65 -0.08 0.48
C -4.51 1.04 0.37
C -5.86 0.94 0.56
C -6.47 -0.28 0.85
C -5.67 -1.41 0.76
C -4.27 -1.35 0.58
H -4.07 2.04 0.28
H -6.45 1.84 0.47
H -7.54 -0.33 1.04
H -6.13 -2.39 0.87
H -3.67 -2.27 0.56
Se 0.19 2.94 0.74
C -1.60 3.24 0.77
N -2.70 3.62 0.70
*
```

* largest force on an atom: 3.9 eV Å⁻¹
* HOMO level (alpha / beta): -7.85 / -7.91 eV
* Kohn-Sham gap (alpha / beta): 6.91 / 6.76 eV
* ⟨S²⟩: 0.833
* energy above the lowest of the compared OMol25 structures with the same formula, charge and spin: 0.0 kcal per mole

Entry 3:
Below is C24H21N7O10PtS2 as an isolated structure at a distorted geometry, with properties calculated with wB97M-V/def2-TZVPD.

The geometry in ORCA input format:
```
! RIJCOSX wB97M-V def2-TZVPD def2/J DEFGRID3
* xyz 0 1
Pt -0.11 0.29 0.41
N -4.31 3.26 5.52
C -3.34 2.40 5.09
C -3.52 1.01 5.23
C -2.54 0.14 4.80
C -1.38 0.64 4.24
C -1.20 2.00 4.04
C -2.18 2.87 4.47
S -0.12 -0.49 3.71
O 1.16 0.15 3.64
O -0.21 -1.74 4.39
N -0.53 -0.71 2.10
C -1.39 -1.58 1.58
N -1.31 -1.55 0.21
C -2.06 -2.38 -0.49
C -2.93 -3.25 0.16
C -2.98 -3.17 1.55
N -2.22 -2.36 2.26
H -5.04 2.92 6.11
H -4.09 4.24 5.57
H -4.42 0.64 5.68
H -2.64 -0.93 4.91
H -0.30 2.34 3.57
H -2.06 3.94 4.33
H -1.96 -2.37 -1.56
H -3.56 -3.93 -0.39
H -3.65 -3.79 2.13
O 0.89 7.14 -3.52
N 1.49 6.49 -2.69
O 2.57 6.79 -2.21
C 0.89 5.28 -2.23
C -0.37 4.91 -2.72
C -0.96 3.76 -2.26
C -0.37 2.90 -1.27
O -0.95 1.83 -0.93
C 0.91 3.36 -0.79
C 1.53 4.49 -1.29
N 1.56 2.61 0.19
O 2.80 2.48 0.15
O 0.87 2.04 1.09
N -2.26 3.35 -2.77
O -3.22 3.65 -2.10
O -2.28 2.76 -3.81
H -0.87 5.53 -3.45
H 2.50 4.78 -0.91
C 2.32 -6.01 0.03
C 2.39 -4.52 0.00
C 2.86 -3.78 1.08
C 2.94 -2.40 1.02
C 2.56 -1.75 -0.14
C 2.06 -2.47 -1.22
C 1.97 -3.84 -1.15
S 2.67 0.04 -0.25
C 4.09 0.10 -1.41
O 1.54 0.36 -1.20
H 2.55 -6.40 1.01
H 3.03 -6.43 -0.69
H 1.32 -6.36 -0.26
H 3.16 -4.30 1.98
H 3.30 -1.83 1.86
H 1.73 -1.93 -2.10
H 1.59 -4.40 -1.99
H 3.83 -0.51 -2.27
H 4.97 -0.27 -0.91
H 4.21 1.14 -1.68
*
```

* largest force on an atom: 2.6 eV Å⁻¹
* HOMO level (alpha / beta): -8.02 / -8.01 eV
* Kohn-Sham gap (alpha / beta): 5.84 / 5.79 eV
* energy above the lowest of the compared OMol25 structures with the same formula, charge and spin: 46.5 kcal per mole

Entry 4:
Below is C24H22Cl2N4PdS as an isolated structure at a distorted geometry, with properties calculated with wB97M-V/def2-TZVPD.

The geometry in ORCA input format:
```
! RIJCOSX wB97M-V def2-TZVPD def2/J DEFGRID3
* xyz 2 1
Pd 0.46 -0.69 1.70
C -0.80 -3.32 4.83
C -0.50 -2.58 3.57
N 0.28 -1.57 3.47
N 0.98 -1.03 4.51
C 1.89 -0.06 4.23
N 2.61 0.41 5.24
S 2.13 0.54 2.65
C -1.12 -3.00 2.28
C -1.99 -4.06 2.19
C -2.51 -4.41 0.95
C -2.15 -3.68 -0.16
C -1.28 -2.61 -0.01
N -0.78 -2.27 1.18
H -0.12 -3.08 5.64
H -0.73 -4.39 4.65
H -1.82 -3.10 5.16
H 0.81 -1.35 5.45
H 2.55 0.03 6.17
H 3.26 1.15 5.07
H -2.26 -4.63 3.07
H -3.19 -5.25 0.86
H -2.53 -3.92 -1.14
H -0.97 -2.00 -0.84
C 0.63 0.18 -0.05
C 0.73 0.74 -1.13
C 0.84 1.40 -2.35
C -0.11 2.44 -2.65
C -1.38 2.43 -2.03
C -2.30 3.41 -2.32
C -1.97 4.44 -3.19
C -0.71 4.49 -3.78
C 0.21 3.50 -3.52
C 1.85 0.98 -3.29
C 1.65 1.12 -4.67
C 2.62 0.69 -5.56
C 3.80 0.12 -5.07
C 4.00 -0.04 -3.70
C 3.02 0.36 -2.82
H -1.63 1.62 -1.36
H -3.28 3.38 -1.87
H -2.69 5.22 -3.41
H -0.44 5.32 -4.43
H 1.21 3.56 -3.95
H 0.72 1.52 -5.05
H 2.46 0.78 -6.62
H 4.56 -0.21 -5.77
H 4.92 -0.48 -3.34
H 3.17 0.24 -1.75
Cl -2.99 0.13 1.67
C -2.94 1.63 2.62
Cl -1.36 1.88 3.38
H -3.69 1.56 3.39
H -3.13 2.46 1.95
*
```

* largest force on an atom: 1.0 eV Å⁻¹
* HOMO level: -14.26 eV
* Kohn-Sham gap: 7.32 eV
* energy above the lowest of the compared OMol25 structures with the same formula, charge and spin: 0.0 kcal per mole